# C5H10O

The molecule C5H10O (ωB97M-V with the def2-TZVPD basis set, the Open Molecules 2025 dataset).

Geometry (Å):
C1 -0.367 1.185 -1.081
C2 0.555 0.517 -0.060
C3 1.299 -0.681 -0.644
C4 -0.281 0.158 1.156
C5 -1.218 -0.965 1.135
O1 -0.007 -1.034 1.876
H1 -0.870 2.059 -0.651
H2 -1.144 0.485 -1.410
H3 0.187 1.513 -1.965
H4 1.304 1.254 0.259
H5 0.612 -1.460 -0.991
H6 1.966 -1.130 0.096
H7 1.899 -0.367 -1.505
H8 -0.539 1.001 1.801
H9 -2.134 -0.920 1.724
H10 -1.262 -1.614 0.259

Output
E_HOMO, eV: -10.204
E_LUMO, eV: 1.120
Largest force on an atom, eV Å⁻¹: 0.32
Kohn-Sham gap, eV: 11.32
2S+1: 1
SMILES: CC(C)[C@H]1CO1